(1)
Entry from the Open Molecules 2025 dataset: a molecular structure, C28H43FI2N5O4 at a distorted geometry (ωB97M-V/def2-TZVPD).

Properties
HOMO level: -10.92 eV
Total charge: +1

Structure (XYZ):
```
83
Properties=species:S:1:pos:R:3:forces:R:3
C 4.084815 5.116056 -2.725173 0.426 0.314 1.545
O 4.888671 4.350676 -3.690792 -2.536 0.538 -0.706
C 4.023198 3.669851 -4.696169 0.126 -0.988 0.285
C 3.592448 2.174830 -4.087341 0.112 0.313 -0.967
C 4.919378 1.286683 -3.730664 0.385 1.167 0.525
C 4.641304 -0.244986 -3.237015 1.109 -0.056 0.154
C 3.159502 -0.610697 -2.737600 0.757 -1.084 -1.444
N 2.726098 -0.057720 -1.359393 -1.176 -0.028 -0.431
C 1.451842 -0.538013 -1.095148 -4.489 -1.481 1.318
N 0.602536 -1.413024 -2.042433 -1.468 0.973 2.812
C -0.755319 -1.716082 -1.457574 6.551 3.640 2.410
C -2.009073 -2.595891 -2.037913 -0.279 -2.865 1.452
I -3.287714 -1.745202 -3.651568 1.577 -0.196 1.560
C -2.359971 -3.963790 -1.567714 2.247 3.309 -0.191
C -1.510916 -4.746628 -0.400240 -0.971 -0.240 0.003
I -4.097796 -5.042914 -2.418103 1.771 0.891 0.997
N -0.586306 -0.974785 -0.114890 -3.193 -3.032 -3.129
C -1.839084 -1.109420 0.714523 -1.950 0.793 1.320
C -3.129460 -0.224958 0.122750 -3.216 1.196 -1.305
C -4.595979 -1.017640 0.084591 0.049 3.593 -1.199
C -5.967595 -0.280892 -0.432839 4.020 1.993 0.351
C -5.860016 1.285906 -0.908548 3.218 -2.149 1.278
C -4.409829 2.083634 -0.896824 -0.640 -4.152 1.222
C -3.036051 1.331674 -0.381906 -2.968 -1.709 -0.099
C -1.624058 2.165834 -0.394475 -1.255 0.811 -0.552
N 0.638113 -0.330121 0.124352 0.486 -1.104 -3.993
C 0.792612 0.324319 1.423120 -1.397 0.394 3.584
C 0.916786 -0.791244 2.666773 0.913 -0.485 0.382
O 1.912639 -0.251648 3.651233 -0.270 -1.510 -1.366
C 1.414491 -2.269565 2.176447 0.092 -1.089 0.869
N 1.086833 -3.231302 3.338627 -1.243 0.108 -1.520
C 3.547386 0.841870 -0.480410 2.514 1.100 0.787
C 4.109594 0.107955 0.913973 0.088 -0.058 -0.289
F 2.909436 2.187573 -0.211006 0.631 -3.185 -0.429
H 4.780741 5.921907 -2.192380 -1.290 -1.834 -1.372
H 3.190897 5.717244 -3.191677 1.633 -1.417 0.688
H 3.734381 4.387119 -1.847390 0.367 1.572 -1.934
H 3.049166 4.309751 -4.951019 2.169 -1.351 0.579
H 4.677604 3.508471 -5.673343 -1.373 0.457 2.143
H 2.978610 1.613055 -4.939472 1.126 1.219 1.852
H 2.905772 2.363585 -3.156774 1.280 -0.550 -1.678
H 5.666963 1.335174 -4.658646 -1.719 -0.348 2.006
H 5.498137 1.842235 -2.850467 -1.246 -1.022 -1.958
H 5.421709 -0.475916 -2.364643 -1.664 0.310 -1.894
H 4.927817 -0.971736 -4.133380 -0.933 1.388 2.027
H 2.396670 -0.289590 -3.597774 1.475 -0.743 2.273
H 3.136560 -1.796434 -2.587818 -0.146 2.696 -0.561
H -1.100949 -5.792435 -0.779293 -0.830 2.393 0.572
H -2.287652 -5.009121 0.459804 1.688 0.653 -1.730
H -0.635024 -4.088701 0.036927 -1.802 -1.263 -1.057
H -2.152489 -2.261170 0.728392 0.754 2.699 -0.077
H -1.740722 -0.793355 1.836072 0.314 -0.704 -2.296
H -4.650055 -2.142432 0.430969 0.196 2.509 -0.766
H -6.995002 -0.885737 -0.431329 2.572 1.597 -0.053
H -6.844527 1.814993 -1.256419 2.256 -1.012 0.697
H -4.391123 3.193263 -1.271746 0.099 -2.431 0.857
H -0.756186 1.625268 -0.974640 -1.780 0.921 1.387
H -1.338817 2.502041 0.695744 -0.388 -0.859 -2.183
H -1.842455 3.175745 -0.991931 0.496 -2.236 1.317
H 1.637507 1.082435 1.625755 -1.189 -1.456 -1.316
H -0.216679 0.912723 1.678572 2.252 -1.222 -0.942
H -0.093330 -0.883814 3.280368 1.988 0.072 -1.556
H 2.615374 -0.946201 3.834241 -1.528 1.037 -0.362
H 2.600650 -2.342924 2.066348 -2.648 0.536 -0.125
H 0.858538 -2.709487 1.246232 1.249 1.402 1.214
H 1.491941 -4.176899 3.162662 -0.263 1.130 0.014
H 0.037572 -3.380371 3.241128 1.643 0.179 0.565
H 4.580049 1.201995 -0.966261 -2.908 -1.180 0.192
H 5.302269 0.103923 0.960419 -2.689 0.245 -0.467
H 3.755443 0.646204 1.889784 0.407 -1.250 -1.929
H 3.792146 -1.013412 0.818746 0.438 2.174 0.567
O -2.505291 -1.815363 3.494775 -1.211 0.312 0.752
C -3.375121 -1.107664 3.975127 0.408 -0.928 -0.557
O -4.578628 -1.567033 4.427607 1.361 -0.206 -0.526
C -5.386479 -0.457696 4.818154 -0.858 0.285 0.286
C -4.417912 0.663207 5.090873 -0.085 0.790 0.528
C -3.304746 0.383021 4.113242 0.147 0.308 0.363
H -6.075338 -0.222074 4.000156 0.076 -0.062 0.044
H -5.967953 -0.719757 5.706879 0.120 -0.193 -0.264
H -4.863230 1.654821 4.974493 0.001 -0.193 0.038
H -4.035610 0.582073 6.115703 -0.101 0.033 -0.164
H -3.493998 0.841597 3.138714 0.109 -0.067 -0.079
H -2.335718 0.697133 4.507869 0.004 -0.110 -0.351
```
Positions in Å, forces in eV/Å.

(2)
Entry from the Open Molecules 2025 dataset: H4I2Si2 in the gas phase at a distorted geometry (ωB97M-V/def2-TZVPD).

Properties
HOMO level: -9.39 eV

Structure (XYZ):
```
8
Properties=species:S:1:pos:R:3:forces:R:3
Si 1.038923 0.463914 0.398748 0.060 -1.255 0.272
Si -0.941535 -0.450372 -0.299915 -1.193 -0.175 0.242
I -0.926385 0.058972 -2.667721 -0.071 0.284 -0.504
I 1.097757 -0.135644 2.846626 0.305 0.157 -0.804
H 2.142163 0.075175 -0.571390 -0.351 0.057 0.845
H 0.753243 1.841817 0.311667 0.107 1.473 0.037
H -2.281011 0.064067 0.319875 1.282 -0.400 -0.407
H -0.883155 -1.917930 -0.337891 -0.139 -0.141 0.318
```
Positions in Å, forces in eV/Å.

(3)
Entry from the Open Molecules 2025 dataset: C4H11NO3 in the gas phase (ωB97M-V/def2-TZVPD).

Properties
HOMO level: -9.48 eV

Structure (XYZ):
```
19
Properties=species:S:1:pos:R:3:forces:R:3
C -0.327014 -0.008465 -0.359164 0.327 0.376 0.618
C 1.011056 0.687255 0.013486 -0.227 -0.214 -0.332
C -2.530174 -0.162715 0.593816 0.010 0.141 0.205
C 2.134276 0.181925 -0.882484 -0.241 0.264 0.126
N 1.361066 0.505715 1.407166 0.068 -0.085 0.060
O -1.279794 0.503105 0.547196 0.134 0.012 -0.078
O -0.259624 -1.401985 -0.262014 0.122 -0.363 0.143
O -0.632594 0.300065 -1.665794 -0.219 -0.020 -0.256
H 0.202596 -1.646205 0.556376 -0.272 0.173 -0.240
H -1.340404 -0.284485 -1.966664 0.112 0.014 -0.014
H 0.848416 1.755925 -0.150094 -0.003 -0.068 -0.043
H 1.574306 -0.466455 1.608376 0.093 0.100 0.098
H 0.596146 0.803245 1.997386 -0.043 -0.078 0.094
H -2.464834 -1.074035 1.201926 -0.097 0.141 -0.159
H -3.221864 0.549285 1.061796 0.102 -0.309 -0.182
H -2.890674 -0.422815 -0.406604 -0.086 0.034 0.096
H 3.065516 0.653365 -0.585274 0.115 0.043 -0.003
H 2.239166 -0.897585 -0.792594 0.042 -0.102 -0.011
H 1.914436 0.424865 -1.916834 0.062 -0.058 -0.120
```
Positions in Å, forces in eV/Å.

(4)
Entry from the Open Molecules 2025 dataset: C5H10O2 in the gas phase at a distorted geometry (ωB97M-V/def2-TZVPD).

Properties
HOMO level: -9.76 eV

Structure (XYZ):
```
17
Properties=species:S:1:pos:R:3:forces:R:3
C 0.220619 0.047629 0.323713 0.428 1.982 -0.832
C -0.743440 -0.550323 -0.711921 -0.674 0.498 -0.665
C -1.163455 0.919733 -1.012401 -0.010 -0.908 -0.141
C -0.284592 0.056892 1.751477 -0.179 0.080 -0.089
C 1.682687 -0.296682 0.187999 0.135 -0.012 -0.270
O -0.017884 1.469386 -0.368870 0.438 -1.847 1.388
O -0.164120 -1.262110 -1.820521 -0.185 0.872 0.861
H 0.418553 -0.620879 -2.261848 -0.197 -0.376 0.071
H -1.556294 -1.143254 -0.281469 0.348 -0.293 -0.234
H -1.225437 1.169539 -2.078420 -0.026 0.057 0.152
H -2.093601 1.195378 -0.497682 0.042 0.033 -0.174
H -1.329559 0.379496 1.804017 0.133 -0.016 -0.046
H 0.314681 0.726283 2.375711 -0.057 -0.066 -0.163
H -0.229822 -0.950315 2.180094 0.062 0.072 -0.123
H 2.048861 0.049428 -0.786402 -0.052 -0.148 0.222
H 2.290303 0.189862 0.956238 -0.169 -0.050 -0.029
H 1.832500 -1.380063 0.240284 -0.038 0.122 0.072
```
Positions in Å, forces in eV/Å.

(5)
Entry from the Open Molecules 2025 dataset: 2 unconnected molecules or ions with the total composition C4H7ClN2 at a distorted geometry (ωB97M-V/def2-TZVPD).

Properties
HOMO level: -8.91 eV

Structure (XYZ):
```
14
Properties=species:S:1:pos:R:3:forces:R:3
Cl 3.144102 -1.191647 -2.174319 0.005 0.032 -0.046
C 2.659323 -1.987097 -0.670069 -0.316 -0.497 0.957
H 3.549022 -2.285357 -0.090339 -0.349 0.218 -0.420
H 2.063093 -2.889006 -0.888429 0.318 0.491 -0.055
H 2.050873 -1.303747 -0.054079 0.312 -0.227 -0.424
N -2.267616 0.088843 1.122910 0.215 0.197 -0.805
C -2.101316 0.203772 -0.185150 -0.065 -0.049 0.476
C -1.539656 1.118342 1.669940 0.245 0.316 -0.078
C -0.928206 1.861772 0.683720 -0.032 -0.021 0.426
N -1.298976 1.261952 -0.493959 0.058 0.017 -0.653
H -2.534146 -0.444957 -0.946659 0.172 0.264 0.323
H -1.492246 1.272852 2.747888 -0.022 -0.063 -0.457
H -0.281166 2.738471 0.712750 -0.318 -0.426 0.003
H -1.023086 1.555812 -1.434199 -0.221 -0.252 0.754
```
Positions in Å, forces in eV/Å.

(6)
Entry from the Open Molecules 2025 dataset: 2 unconnected molecules or ions with the total composition C17H34BN3O4 at a distorted geometry (ωB97M-V/def2-TZVPD).

Properties
HOMO level: -9.53 eV

Structure (XYZ):
```
59
Properties=species:S:1:pos:R:3:forces:R:3
C -1.270077 4.332019 0.831005 -0.315 -0.083 0.344
C -0.723501 3.505608 1.957224 0.968 0.206 1.046
O 0.184372 3.875820 2.674505 -0.997 -0.498 -0.907
O -1.306581 2.268806 2.127262 0.093 0.527 -0.462
C -0.446515 1.194011 1.731317 0.530 -0.319 0.188
C -0.531782 0.950126 0.238963 -0.435 0.145 0.004
C -1.981946 0.778610 -0.247592 0.323 0.446 -0.331
C -2.140716 -0.223061 -1.387883 0.547 -0.113 0.259
C -2.109148 -1.728589 -1.021025 -0.736 0.158 -0.119
C -2.522537 -2.138455 0.412579 0.537 -0.447 -0.262
B -1.277814 -2.328358 1.344424 -0.089 0.080 0.315
C -1.130547 -3.447033 2.436210 0.082 0.220 -0.594
C 0.247291 -4.137127 2.449684 -0.225 -0.018 0.495
C 1.388341 -3.298692 3.022433 0.400 -0.049 -0.231
C 2.026110 -2.296180 2.051327 -0.303 -0.257 0.153
N 3.492499 -2.276184 2.145033 0.092 0.629 -0.278
C 4.052563 -1.452496 1.133252 0.356 0.395 0.070
N 4.536437 -0.309838 1.420273 -0.176 -0.776 0.040
N 4.089463 -1.985484 -0.195763 -0.175 0.475 0.055
H -1.239164 5.371578 1.135835 0.103 0.168 -0.177
H -2.280986 4.048436 0.557596 -0.080 -0.089 0.043
H -0.638062 4.166047 -0.038464 0.092 0.091 -0.102
H -0.753184 0.327454 2.310169 -0.174 -0.086 0.000
H 0.580778 1.427782 2.017275 0.027 0.027 0.141
H -0.091394 1.821434 -0.249774 0.066 -0.012 -0.203
H 0.068726 0.093448 -0.057967 0.184 -0.130 0.208
H -2.639575 0.582392 0.594394 -0.115 -0.186 0.076
H -2.281564 1.752070 -0.634951 -0.255 0.031 0.017
H -1.304376 -0.045566 -2.069419 -0.020 0.075 -0.187
H -3.030352 0.017707 -1.964343 -0.238 -0.084 0.108
H -1.143026 -2.165732 -1.271689 0.188 0.039 0.106
H -2.817108 -2.217852 -1.690596 0.070 -0.075 -0.174
H -3.275479 -1.471271 0.828321 -0.060 0.162 0.093
H -3.007690 -3.116532 0.348696 -0.200 -0.018 0.054
H -0.339349 -1.610384 1.196824 -0.006 0.051 -0.086
H -1.929569 -4.180990 2.334738 -0.067 -0.124 0.129
H -1.264914 -2.949018 3.402779 -0.082 0.012 0.156
H 0.521035 -4.495200 1.456755 0.022 0.000 -0.147
H 0.159804 -5.029655 3.070229 0.006 -0.100 0.012
H 2.182639 -3.979742 3.328489 0.075 -0.055 0.010
H 1.067828 -2.778376 3.923910 -0.125 0.005 0.123
H 1.749428 -2.571974 1.034679 0.057 -0.077 -0.122
H 1.608589 -1.300485 2.219190 0.066 0.149 -0.061
H 3.766804 -1.825947 3.011569 -0.105 -0.071 0.180
H 4.925171 0.093166 0.573418 0.065 0.074 -0.056
H 4.827395 -2.670149 -0.268157 0.049 -0.187 -0.002
H 3.213915 -2.425594 -0.435666 -0.032 -0.264 -0.018
O -2.705054 2.898077 -3.738876 -0.069 -0.031 0.151
C -1.511314 2.912189 -3.758464 -0.306 0.014 -0.306
O -0.769514 3.173708 -2.657458 0.260 -0.002 0.091
C 0.629528 3.222073 -3.004837 0.083 -0.021 0.016
C 0.749587 2.420450 -4.294311 -0.076 -0.019 -0.106
C -0.607225 2.674827 -4.951545 0.394 -0.169 0.282
H 0.913687 4.268209 -3.135392 -0.007 0.001 -0.015
H 1.204991 2.797205 -2.185304 -0.082 0.031 0.075
H 1.604524 2.713060 -4.899924 -0.006 0.059 0.024
H 0.850612 1.360201 -4.057989 0.016 0.001 0.007
H -0.608514 3.576226 -5.565646 -0.044 -0.008 -0.044
H -0.963536 1.833220 -5.537321 -0.147 0.095 -0.081
```
Positions in Å, forces in eV/Å.

no.,gap between HOMO and LUMO (eV)
1,7.3
2,9.3
3,10.2
4,10.6
5,9.6
6,9.9